DFT (ωB97M-V/def2-TZVPD) results for C22H23N3O3PRhS as an isolated structure in a non-equilibrium geometry.

CARTESIAN COORDINATES (ANGSTROEM)
Rh: -0.25918 0.01591 0.69050
O: -4.23688 -1.39013 1.76764
C: -3.28552 -0.77632 1.55407
O: -2.61270 0.07622 1.07324
C: -1.91589 -1.95542 2.99437
P: -0.59825 -1.80742 2.01263
C: -0.46712 -3.03348 0.72118
C: -1.28410 -2.86015 -0.40660
C: -1.14532 -3.72124 -1.48789
C: -0.21203 -4.74478 -1.43730
C: 0.59812 -4.91280 -0.31631
C: 0.48673 -4.05264 0.76091
C: 1.72218 -0.13709 0.47364
C: 2.63662 0.70099 1.08489
C: 3.99261 0.49945 0.83894
C: 4.41225 -0.51813 -0.00440
C: 3.47764 -1.33975 -0.61774
C: 2.11906 -1.14900 -0.38434
H: -2.37941 -2.92500 3.14680
H: -2.00023 -1.27626 3.83905
H: -2.04316 -2.08557 -0.44364
H: -1.77842 -3.60045 -2.35630
H: -0.11561 -5.42409 -2.27352
H: 1.31786 -5.71948 -0.28654
H: 1.13443 -4.17223 1.62013
H: 2.32999 1.51979 1.72063
H: 4.71808 1.15275 1.30535
H: 5.46677 -0.66357 -0.19389
H: 3.79652 -2.12733 -1.28766
H: 1.40100 -1.78498 -0.89516
N: -1.92619 4.42980 -4.62671
C: -1.21601 3.29540 -4.66260
S: -0.72357 2.52692 -6.02111
C: -0.92992 2.67132 -3.33465
C: -1.90665 2.56408 -2.34845
C: -1.62300 1.87449 -1.18843
N: -0.42469 1.31668 -0.95777
C: 0.54100 1.46811 -1.88398
C: 0.31925 2.11967 -3.07561
H: -2.15949 4.87577 -5.50047
H: -2.10171 4.93282 -3.77332
H: -2.89890 2.96951 -2.49190
H: -2.37515 1.75520 -0.42289
H: 1.50975 1.05146 -1.65444
H: 1.10571 2.19153 -3.81320
C: -0.51465 3.01139 3.74180
C: -0.04464 1.74448 3.10681
N: 0.53471 0.82318 3.85686
O: -0.20035 1.61414 1.86103
H: 0.25453 3.42813 4.39075
H: -1.39569 2.79833 4.35084
H: -0.78397 3.72753 2.97229
H: 0.69718 0.99224 4.83775
H: 0.98640 0.03001 3.42469

Force components x, y, z for each atom (eV/Å):
0.51 0.21 -0.19
0.49 -0.52 0.59
-1.75 1.46 -1.60
0.40 -0.37 0.45
1.16 -1.00 1.23
0.15 0.15 -0.32
-0.21 -0.14 0.19
0.10 0.02 -0.08
0.00 0.03 -0.01
0.01 0.00 0.00
0.02 0.01 -0.02
0.03 0.05 -0.03
-0.33 -0.10 0.18
0.00 0.02 0.02
0.01 0.00 -0.03
0.00 0.01 0.01
0.01 0.02 -0.03
-0.02 -0.05 -0.04
-0.20 0.07 -0.18
-0.29 0.22 -0.21
-0.02 -0.02 0.02
0.00 -0.01 0.00
0.00 0.00 0.00
0.00 0.00 0.00
-0.03 -0.02 0.02
0.00 0.01 -0.01
0.00 0.00 0.00
0.00 -0.01 0.01
0.00 0.00 0.00
-0.01 0.00 0.02
-0.04 0.00 -0.03
0.06 -0.08 -0.08
-0.05 0.06 0.12
-0.03 0.01 -0.01
0.00 0.01 -0.01
0.03 0.03 0.00
0.12 -0.12 0.00
0.00 0.05 -0.01
0.04 0.03 0.04
0.00 0.02 0.01
0.02 0.00 0.00
0.00 0.00 0.00
0.00 0.01 0.00
-0.01 -0.05 -0.01
0.01 -0.01 0.00
-0.01 -0.02 -0.01
0.26 0.04 0.02
-0.04 0.00 -0.03
-0.44 -0.04 0.00
0.00 0.00 0.00
0.00 0.00 0.00
0.01 0.00 0.00
0.02 0.01 0.00
0.01 -0.01 0.00

Net charge   +2
HOMO energy   -12.980 eV
Lowest unoccupied orbital energy   -7.96 eV

Löwdin atomic charge list, values in e, 5 entries:
1 Rh 0.95
2 O 0.28
3 C -0.48
4 O 0.05
5 C -0.21